The following is a quantum chemistry calculation of a molecular structure, C2H2Cl3CuO6 in a non-equilibrium geometry, from OMol25.

Last column: natural (NBO) charge in e.
Cartesian coordinates (Å):
Cu -1.16 1.40 -0.39  1.4667
Cl -3.16 2.83 0.31  -0.8546
Cl -0.60 2.35 -2.75  -0.7877
Cl 0.60 2.59 1.22  -0.9084
O -1.45 -2.42 1.73  -0.7116
C -0.66 -1.39 1.45  0.9163
O -1.14 -0.35 0.83  -0.9243
O 0.62 -1.41 1.57  -0.7072
H -2.14 -1.82 1.43  0.4916
O 0.87 0.07 -0.98  -0.7848
C 2.04 -0.38 -1.39  0.9258
O 2.69 0.08 -2.32  -0.8150
O 2.56 -1.14 -0.57  -0.8391
H 0.95 -0.41 -0.15  0.5323

Values from the calculation:
Multiplicity ... 2
ΔE to the lowest compared entry with this formula, charge and spin ... 32.9 kcal/mol
Lowest unoccupied orbital energy (spin up / spin down) ... 7.6 / 7.0 eV
Gap between HOMO and LUMO (spin up / spin down) ... 5.57 / 4.95 eV
Calculated total energy ... -96597.372 eV
Net charge ... -3